Entry 1:
Below is a structure of composition C30H45BrO2P2Pm, with properties calculated with ωB97M-V/def2-TZVPD.

The geometry in ORCA input format:
```
! RIJCOSX wB97M-V def2-TZVPD def2/J DEFGRID3
* xyz 1 5
Pm 1.703 1.396 -0.176
C 3.480 -0.506 -0.391
C 3.209 -0.070 -1.723
C 4.132 1.715 -0.574
C 4.102 0.581 0.296
C 3.571 1.309 -1.831
C 3.258 -1.868 0.156
H 2.458 -2.403 -0.374
H 2.973 -1.841 1.216
H 4.170 -2.481 0.074
C 4.668 0.559 1.665
H 4.560 -0.427 2.126
H 4.183 1.279 2.339
H 5.737 0.817 1.631
C 4.523 3.086 -0.137
H 5.594 3.100 0.113
H 4.001 3.421 0.782
H 4.349 3.831 -0.927
C 3.246 2.211 -2.971
H 4.171 2.562 -3.453
H 2.689 3.108 -2.644
H 2.649 1.694 -3.735
C 2.553 -0.883 -2.780
H 2.959 -0.657 -3.775
H 1.464 -0.713 -2.838
H 2.707 -1.951 -2.587
C -1.185 -2.339 1.472
C -0.410 -3.061 0.646
C -0.241 -2.732 -0.818
C -1.545 -2.657 -1.658
C -2.001 -1.335 -2.133
C -2.247 -0.125 -1.341
C -1.899 -0.131 0.222
C -2.252 -1.426 0.975
H 0.377 -3.502 -1.305
H -2.321 -3.271 -1.149
H 0.331 -1.800 -0.971
H -2.887 -2.054 0.259
H -1.053 -2.398 2.559
H 0.246 -3.840 1.026
H -2.884 -1.156 1.837
H -0.837 0.124 0.349
H -1.606 0.682 -1.766
H -2.428 0.703 0.716
H -1.397 -3.250 -2.588
H -1.776 -1.133 -3.192
P -4.424 -2.072 -0.582
C -5.422 -2.796 0.727
C -4.793 -3.014 -2.080
P -3.845 0.602 -1.851
C -5.010 -0.391 -0.847
C -4.320 0.228 -3.568
C -4.416 2.290 -1.634
H -5.590 -2.066 1.527
H -4.903 -3.674 1.134
H -6.375 -3.098 0.281
H -5.878 -3.185 -2.064
H -4.269 -3.978 -2.050
H -4.509 -2.476 -2.992
H -5.512 2.301 -1.774
H -3.960 2.944 -2.394
H -4.174 2.664 -0.631
H -5.178 0.103 0.120
H -5.964 -0.448 -1.389
H -4.107 1.122 -4.183
H -5.400 0.024 -3.617
H -3.763 -0.618 -3.989
Br 1.803 -0.480 3.647
C 2.457 1.213 4.315
C 3.509 1.291 5.225
C 4.107 2.534 5.507
C 3.602 3.698 4.904
C 2.501 3.625 4.058
C 1.915 2.389 3.775
C 0.837 2.309 2.731
O -0.304 1.971 2.950
O 1.329 2.679 1.548
H 3.875 0.378 5.685
H 4.967 2.577 6.165
H 4.051 4.667 5.118
H 2.065 4.520 3.606
*
```

The value obtained for the LUMO energy (alpha / beta) is -3.7 / -3.5 eV. As for the expectation value of S²: 6.009. For the total energy, the calculation gives -5185.326477 hartree.

Mulliken atomic charge list, values in e, 4 entries:
1. Pm 1.019
2. C 0.494
3. C 0.528
4. C 0.190

***

Entry 2:
Below is an isolated molecule of C25H37F9N2O, with properties calculated with ωB97M-V/def2-TZVPD.

The geometry in ORCA input format:
```
! RIJCOSX wB97M-V def2-TZVPD def2/J DEFGRID3
* xyz 0 1
C -1.636 5.702 -1.973
C -2.521 4.717 -2.736
C -2.870 3.468 -1.921
C -1.658 2.550 -1.642
C -1.744 1.154 -2.298
C -1.948 -0.010 -1.301
C -0.695 -0.921 -1.173
C 0.402 -0.004 -0.786
N 1.199 0.731 -0.423
C -0.330 -1.725 -2.483
C -1.457 -1.698 -3.433
N -2.307 -1.688 -4.199
C 0.977 -1.321 -3.212
C 2.257 -1.944 -2.603
C 3.266 -0.964 -1.971
C 3.515 -1.251 -0.484
C 4.120 -0.074 0.299
C 3.503 0.158 1.688
C 3.178 -1.115 2.482
C 2.794 -0.863 3.952
C 1.283 -0.750 4.171
C 0.644 0.450 3.476
O -0.458 0.887 4.255
C -1.139 1.977 3.678
C -0.799 -1.905 0.021
F 0.410 -2.452 0.233
F -1.104 -1.224 1.146
C -1.799 -3.115 -0.112
F -1.105 -4.169 -0.554
F -2.756 -2.878 -1.022
C -2.475 -3.565 1.218
F -3.008 -4.762 0.981
F -1.514 -3.711 2.134
C -3.623 -2.634 1.790
F -3.799 -1.540 1.032
F -3.331 -2.250 3.018
F -4.780 -3.295 1.807
H -2.154 6.062 -1.080
H -1.378 6.561 -2.595
H -0.698 5.242 -1.647
H -2.032 4.410 -3.669
H -3.450 5.227 -3.011
H -3.317 3.793 -0.975
H -3.642 2.896 -2.446
H -0.753 3.043 -2.013
H -1.513 2.439 -0.565
H -2.566 1.127 -3.017
H -0.840 0.980 -2.894
H -2.142 0.399 -0.307
H -2.804 -0.612 -1.591
H -0.195 -2.777 -2.209
H 1.061 -0.233 -3.277
H 0.864 -1.680 -4.239
H 2.754 -2.505 -3.399
H 1.963 -2.691 -1.857
H 4.214 -1.044 -2.514
H 2.922 0.067 -2.083
H 2.558 -1.535 -0.039
H 4.159 -2.135 -0.405
H 3.969 0.835 -0.293
H 5.206 -0.197 0.390
H 4.192 0.763 2.290
H 2.593 0.752 1.569
H 4.022 -1.813 2.419
H 2.332 -1.629 2.010
H 3.280 0.049 4.321
H 3.168 -1.688 4.568
H 0.805 -1.676 3.830
H 1.059 -0.660 5.238
H 1.374 1.266 3.375
H 0.284 0.187 2.471
H -1.209 1.876 2.586
H -2.147 2.010 4.095
H -0.631 2.925 3.904
*
```

The value obtained for the LUMO energy is 0.7 eV. For the total energy, the calculation gives -2058.312011 hartree. As for the SMILES: CCCCCC[C@](C#N)([C@@H](C#N)CCCCCCCCCCOC)C(F)(F)C(F)(F)C(F)(F)C(F)(F)F.

Mulliken atomic charge list, values in e, 4 entries:
1. C -1.129
2. C -0.547
3. C -0.919
4. C -0.366